Entry 1:
Entry from the OMol25 dataset: a structure of composition C36H49ClF3HfN4O5PS4Te at a distorted geometry (the ωB97M-V functional and the def2-TZVPD basis).

Cartesian coordinates (Å):
Hf: -0.25 -0.34 -0.25
C: 1.16 -1.92 3.77
C: 0.26 -2.85 2.97
N: -0.11 -2.47 1.56
C: 0.14 -3.61 0.65
C: 1.60 -3.74 0.24
S: 2.41 -2.14 -0.03
C: 3.75 -2.28 1.19
C: 3.30 -2.50 2.63
N: 2.32 -1.50 3.01
H: 1.40 -2.45 4.70
H: 0.62 -1.01 4.05
H: -0.66 -2.99 3.54
H: 0.74 -3.82 2.91
H: -1.12 -2.34 1.58
H: -0.45 -3.45 -0.24
H: -0.20 -4.55 1.10
H: 1.65 -4.30 -0.69
H: 2.19 -4.27 0.98
H: 4.32 -1.35 1.09
H: 4.37 -3.11 0.84
H: 4.18 -2.47 3.28
H: 2.88 -3.50 2.73
H: 2.79 -0.76 3.52
C: -3.87 1.85 0.33
S: -2.20 1.46 0.20
O: -1.84 0.33 1.15
O: -1.92 0.81 -1.13
O: -1.41 2.64 0.40
H: -4.45 0.94 0.17
H: -4.08 2.59 -0.44
H: -4.03 2.26 1.33
Cl: -3.80 4.90 3.60
C: -3.13 3.33 3.90
C: -3.84 2.38 4.60
C: -3.27 1.13 4.77
C: -2.00 0.91 4.24
N: -1.31 1.84 3.58
C: -1.86 3.03 3.42
H: -4.82 2.62 5.01
H: -3.79 0.35 5.30
H: -1.53 -0.06 4.36
H: -1.29 3.79 2.89
C: -3.82 -5.01 -2.11
C: -2.33 -4.87 -2.33
C: -1.74 -5.94 -3.21
O: -2.08 -3.58 -3.02
P: -1.78 -2.19 -2.37
S: -2.47 -1.99 -0.52
S: 0.23 -1.85 -2.28
O: -2.42 -1.15 -3.32
C: -2.78 -1.25 -4.77
C: -1.59 -1.72 -5.58
C: -4.02 -2.09 -4.95
H: -4.01 -5.87 -1.46
H: -4.33 -5.18 -3.06
H: -4.25 -4.13 -1.64
H: -1.81 -4.84 -1.37
H: -2.25 -5.97 -4.16
H: -1.84 -6.91 -2.72
H: -0.68 -5.75 -3.39
H: -3.00 -0.21 -5.00
H: -1.29 -2.72 -5.29
H: -0.73 -1.05 -5.48
H: -1.87 -1.74 -6.64
H: -3.79 -3.15 -4.89
H: -4.45 -1.88 -5.93
H: -4.76 -1.84 -4.19
Te: 1.15 1.01 1.93
C: 1.32 3.02 2.52
C: 1.42 3.18 3.90
C: 1.68 4.44 4.42
C: 1.82 5.53 3.58
C: 1.72 5.37 2.20
C: 1.48 4.11 1.67
C: 3.12 1.17 1.12
C: 3.47 0.91 -0.20
C: 4.77 1.11 -0.65
C: 5.74 1.59 0.23
C: 5.40 1.86 1.55
C: 4.10 1.65 1.99
H: 1.29 2.34 4.56
H: 1.77 4.57 5.49
H: 2.01 6.52 3.99
H: 1.83 6.21 1.54
H: 1.42 4.00 0.60
H: 2.75 0.54 -0.92
H: 5.02 0.90 -1.68
H: 6.75 1.75 -0.12
H: 6.14 2.24 2.23
H: 3.85 1.87 3.02
F: 2.30 4.68 -4.90
C: 1.02 4.64 -4.53
F: 0.72 5.80 -3.95
F: 0.27 4.51 -5.63
C: 0.79 3.48 -3.58
C: 0.30 2.27 -4.03
C: 0.20 1.22 -3.15
N: 0.56 1.33 -1.86
C: 1.01 2.51 -1.43
C: 1.14 3.61 -2.25
H: 0.01 2.14 -5.06
H: -0.18 0.27 -3.47
H: 1.30 2.56 -0.40
H: 1.52 4.54 -1.85

Results
Frontier orbital gap, eV: 7.37
Energy relative to the best compared isomer or geometry (same formula, charge and spin), eV: 2.345
Net charge: +2
Electronic energy, eV: -136222.29962

Entry 2:
Entry from the OMol25 dataset: a structure of composition C36H49ClF6O2P4W at a distorted geometry (the ωB97M-V functional and the def2-TZVPD basis).

Cartesian coordinates (Å):
P: -2.85 -2.06 0.10
C: -4.53 -1.47 0.31
C: -5.50 -1.74 -0.67
H: -5.23 -2.29 -1.57
C: -6.81 -1.29 -0.49
H: -7.56 -1.50 -1.26
C: -7.17 -0.56 0.65
H: -8.19 -0.19 0.77
C: -6.20 -0.31 1.63
H: -6.48 0.25 2.52
C: -4.89 -0.76 1.47
H: -4.14 -0.56 2.25
C: -2.55 -2.49 -1.60
C: -2.73 -1.52 -2.60
H: -3.24 -0.57 -2.36
C: -2.26 -1.76 -3.89
H: -2.37 -0.99 -4.66
C: -1.68 -3.00 -4.20
H: -1.32 -3.20 -5.22
C: -1.58 -4.00 -3.23
H: -1.17 -4.98 -3.48
C: -2.01 -3.75 -1.93
H: -1.96 -4.53 -1.16
C: -2.48 -3.40 1.22
C: -3.47 -4.38 1.42
H: -4.41 -4.29 0.87
C: -3.24 -5.42 2.31
H: -4.01 -6.18 2.44
C: -2.04 -5.50 3.02
H: -1.87 -6.32 3.72
C: -1.05 -4.52 2.83
H: -0.11 -4.57 3.38
C: -1.27 -3.47 1.93
H: -0.50 -2.71 1.80
W: 0.10 1.07 0.54
C: 1.81 0.48 -0.54
C: 1.80 -0.74 -1.15
H: 2.70 1.13 -0.63
C: 0.55 -1.58 -0.93
O: 0.93 -2.85 -0.31
H: 0.12 -3.38 -0.17
C: -0.35 -0.80 -0.04
H: 0.02 -1.80 -1.88
C: -1.63 -0.71 0.41
Cl: -1.32 2.46 1.77
P: 1.57 0.75 2.45
P: -0.17 2.58 -1.32
C: 1.55 2.02 3.73
H: 0.65 2.64 3.64
H: 2.44 2.65 3.58
H: 1.58 1.55 4.72
C: 1.03 -0.80 3.24
H: 1.35 -1.66 2.64
H: -0.07 -0.82 3.34
H: 1.48 -0.86 4.24
C: 3.34 0.52 2.11
H: 3.74 1.49 1.81
H: 3.50 -0.22 1.31
H: 3.83 0.16 3.03
C: 0.06 4.29 -0.84
H: 1.10 4.43 -0.50
H: -0.61 4.54 0.00
H: -0.16 4.94 -1.70
C: 0.85 2.39 -2.79
H: 0.90 1.34 -3.11
H: 1.87 2.74 -2.56
H: 0.42 2.99 -3.60
C: -1.89 2.37 -1.86
H: -2.58 2.48 -1.02
H: -2.03 1.38 -2.31
H: -2.09 3.14 -2.62
P: 3.17 -1.40 -2.16
C: 4.37 -0.12 -2.50
C: 2.37 -1.99 -3.66
H: 4.79 0.29 -1.57
H: 3.92 0.70 -3.07
H: 5.19 -0.56 -3.09
H: 1.54 -2.67 -3.42
H: 3.11 -2.53 -4.27
H: 1.97 -1.15 -4.24
C: 3.84 -2.78 -1.24
H: 4.39 -2.40 -0.37
H: 4.51 -3.36 -1.88
H: 3.00 -3.39 -0.88
H: -1.96 0.14 1.05
C: 2.11 5.52 2.41
C: 3.07 4.88 1.41
O: 2.70 3.76 0.84
C: 3.35 6.04 0.31
F: 3.88 7.17 0.90
F: 4.19 5.66 -0.68
F: 2.18 6.44 -0.28
C: 4.48 4.66 2.16
F: 4.79 5.69 3.01
F: 4.44 3.53 2.93
F: 5.52 4.51 1.30
H: 1.12 5.62 1.95
H: 2.47 6.51 2.72
H: 1.98 4.88 3.29

Results
Frontier orbital gap (spin up / spin down), eV: 5.01 / 4.80
Spin multiplicity: 3
Energy relative to the best compared isomer or geometry (same formula, charge and spin), eV: 0.000
Net charge: +2
Electronic energy, eV: -110016.03117

Entry 3:
Entry from the OMol25 dataset: a cluster of 5 separate species, C36H49F32N2O11P2 in total at a distorted geometry (the ωB97M-V functional and the def2-TZVPD basis).

Cartesian coordinates (Å):
C: -5.71 1.69 -0.83
C: -4.70 1.74 -2.07
O: -3.64 0.78 -1.90
C: -2.34 1.34 -2.06
C: -1.69 1.37 -0.59
C: -1.68 -0.15 -0.06
C: -0.65 -1.08 -0.83
C: -0.79 -2.62 -0.41
P: -2.03 -3.57 -1.45
O: -3.28 -3.78 -0.62
O: -1.41 -4.99 -2.12
C: -1.15 -5.99 -1.10
C: 0.32 -5.75 -0.50
O: -2.47 -2.57 -2.75
C: -1.58 -2.76 -3.89
C: -1.38 -1.40 -4.73
N: -0.23 1.70 -0.48
C: 0.12 2.34 0.62
C: -1.12 2.65 1.54
P: -1.29 1.79 3.20
O: 0.04 1.20 3.66
O: -1.83 2.95 4.32
O: -2.53 0.65 3.14
C: -2.26 2.46 0.43
C: -2.64 3.90 -0.12
C: -1.63 4.51 -1.16
N: -2.00 5.08 -2.26
H: -6.52 2.48 -0.92
H: -5.16 1.91 0.14
H: -6.19 0.68 -0.83
H: -5.28 1.45 -3.00
H: -4.36 2.81 -2.16
H: -1.77 0.64 -2.74
H: -2.32 2.35 -2.57
H: -2.72 -0.58 0.02
H: -1.30 -0.08 1.01
H: 0.39 -0.78 -0.49
H: -0.66 -0.98 -1.95
H: 0.26 -3.05 -0.47
H: -1.07 -2.62 0.69
H: -1.94 -6.06 -0.31
H: -1.11 -6.99 -1.63
H: 0.17 -5.23 0.50
H: 0.82 -5.02 -1.22
H: 0.93 -6.68 -0.43
H: -2.07 -3.55 -4.55
H: -0.54 -3.10 -3.60
H: -0.41 -0.95 -4.38
H: -2.26 -0.72 -4.55
H: -1.27 -1.71 -5.81
H: 0.56 1.51 -1.10
H: 1.17 2.65 0.89
H: -0.98 3.74 1.85
H: -2.74 3.18 4.04
H: -2.11 -0.22 3.02
H: -3.15 2.14 1.06
H: -2.62 4.60 0.78
H: -3.67 3.97 -0.55
H: -0.50 4.43 -1.01
H: -1.15 5.37 -2.79
C: 3.19 -10.35 1.18
C: 2.06 -9.52 0.52
C: 0.76 -9.38 1.32
F: 0.17 -10.56 1.57
F: -0.14 -8.63 0.63
F: 1.82 -10.02 -0.71
F: 2.57 -8.26 0.33
O: 3.34 -11.72 0.78
C: 2.55 -12.71 1.41
C: 1.57 -13.38 0.44
F: 0.74 -12.49 -0.14
F: 0.79 -14.27 1.09
F: 1.94 -12.18 2.49
F: 3.41 -13.63 1.87
H: 4.12 -9.89 0.85
H: 3.19 -10.25 2.27
H: 0.94 -8.88 2.27
H: 2.11 -13.91 -0.35
C: -1.41 6.40 4.70
C: -2.37 7.24 5.57
C: -3.74 7.57 4.98
F: -3.67 8.28 3.84
F: -4.46 8.32 5.85
F: -1.73 8.37 5.95
F: -2.59 6.53 6.71
O: -0.40 7.09 3.95
C: -0.73 7.62 2.69
C: -0.65 9.16 2.66
F: -1.46 9.72 3.57
F: -1.04 9.62 1.45
F: -1.93 7.15 2.30
F: 0.17 7.12 1.83
H: -0.84 5.79 5.40
H: -1.95 5.67 4.08
H: -4.31 6.66 4.78
H: 0.37 9.49 2.86
C: 2.39 9.10 -4.22
C: 2.46 9.54 -5.71
C: 1.18 9.40 -6.53
F: 0.73 8.13 -6.61
F: 1.40 9.81 -7.80
F: 3.49 8.89 -6.30
F: 2.80 10.86 -5.71
O: 2.87 7.79 -3.88
C: 2.01 6.69 -4.02
C: 2.49 5.70 -5.08
F: 2.61 6.27 -6.29
F: 1.60 4.68 -5.22
F: 0.75 7.12 -4.22
F: 2.01 6.07 -2.81
H: 3.07 9.77 -3.69
H: 1.41 9.30 -3.78
H: 0.38 10.02 -6.11
H: 3.46 5.28 -4.81
C: 5.17 -3.74 2.82
C: 4.11 -2.86 2.11
C: 2.83 -2.55 2.89
F: 2.12 -3.65 3.20
F: 2.00 -1.77 2.13
F: 3.83 -3.40 0.90
F: 4.72 -1.66 1.85
O: 5.20 -5.14 2.49
C: 4.33 -6.02 3.17
C: 3.29 -6.65 2.23
F: 2.55 -5.72 1.61
F: 2.44 -7.44 2.93
F: 3.77 -5.39 4.22
F: 5.10 -6.99 3.68
H: 6.14 -3.38 2.47
H: 5.18 -3.58 3.90
H: 3.05 -2.01 3.81
H: 3.78 -7.26 1.47

Results
Frontier orbital gap, eV: 7.59
Net charge: +1
Electronic energy, eV: -169160.07816

Entry 4:
Entry from the OMol25 dataset: a structure of composition C36H50AsAuN4PS at a distorted geometry (the ωB97M-V functional and the def2-TZVPD basis).

Cartesian coordinates (Å):
Au: 0.06 0.07 -0.49
C: -0.90 -1.31 2.14
C: -1.16 -2.27 0.98
N: -1.76 -1.56 -0.18
C: -3.08 -0.99 0.03
C: -3.26 0.36 -0.70
S: -1.88 1.53 -0.71
C: -1.75 2.17 0.98
C: -1.59 1.10 2.04
N: -0.55 0.09 1.68
H: -1.76 -1.25 2.80
H: -0.08 -1.71 2.74
H: -0.22 -2.70 0.63
H: -1.79 -3.10 1.33
H: -1.77 -2.20 -0.96
H: -3.87 -1.65 -0.34
H: -3.26 -0.87 1.10
H: -3.45 0.21 -1.76
H: -4.12 0.90 -0.29
H: -0.90 2.86 0.94
H: -2.64 2.77 1.18
H: -1.35 1.57 2.99
H: -2.54 0.59 2.18
H: 0.31 0.37 2.15
C: -0.47 0.23 -3.98
C: -0.46 1.70 -4.37
As: -1.59 2.06 -5.97
C: -1.09 0.47 -6.98
C: -2.03 -0.39 -7.54
C: -1.61 -1.52 -8.24
C: -0.26 -1.77 -8.42
C: 0.68 -0.88 -7.90
C: 0.26 0.24 -7.20
C: -3.28 1.55 -5.16
C: -4.17 2.59 -4.91
C: -5.38 2.35 -4.26
C: -5.71 1.06 -3.87
C: -4.84 0.01 -4.13
C: -3.64 0.25 -4.78
P: 0.67 -0.23 -2.67
C: 0.84 -2.00 -2.66
C: -0.32 -2.76 -2.86
C: -0.29 -4.14 -2.72
C: 0.90 -4.77 -2.37
C: 2.05 -4.03 -2.16
C: 2.03 -2.65 -2.29
C: 2.26 0.56 -2.92
C: 3.19 -0.03 -3.79
C: 4.43 0.56 -3.96
C: 4.74 1.74 -3.29
C: 3.81 2.34 -2.45
C: 2.57 1.76 -2.26
H: -0.14 -0.43 -4.80
H: -1.47 -0.08 -3.69
H: 0.54 2.06 -4.59
H: -0.89 2.32 -3.58
H: -3.09 -0.18 -7.44
H: -2.35 -2.19 -8.66
H: 0.06 -2.62 -9.00
H: 1.74 -1.05 -8.08
H: 1.00 0.95 -6.84
H: -3.93 3.60 -5.23
H: -6.07 3.17 -4.08
H: -6.67 0.87 -3.39
H: -5.12 -1.00 -3.86
H: -2.99 -0.58 -5.02
H: -1.25 -2.28 -3.18
H: -1.19 -4.72 -2.90
H: 0.92 -5.85 -2.26
H: 2.97 -4.53 -1.91
H: 2.94 -2.09 -2.14
H: 2.94 -0.93 -4.33
H: 5.15 0.10 -4.62
H: 5.71 2.20 -3.44
H: 4.06 3.27 -1.95
H: 1.84 2.24 -1.62
C: 4.57 -1.80 0.21
C: 3.84 -1.26 1.43
C: 4.41 0.10 1.84
C: 3.93 -2.24 2.59
N: 2.37 -1.16 1.13
N: 2.06 -0.10 0.24
H: 5.63 -1.93 0.45
H: 4.52 -1.12 -0.64
H: 4.16 -2.77 -0.08
H: 5.42 -0.02 2.23
H: 3.82 0.56 2.63
H: 4.48 0.79 0.99
H: 4.97 -2.44 2.83
H: 3.45 -3.19 2.34
H: 3.46 -1.84 3.50
H: 1.84 -1.08 1.99
H: 2.64 -0.21 -0.59
H: 2.29 0.83 0.61

Results
Frontier orbital gap, eV: 4.06
Energy relative to the best compared isomer or geometry (same formula, charge and spin), eV: 0.000
Net charge: +3
Electronic energy, eV: -128732.95857

> The lowest net charge belongs to which entry?

C36H49F32N2O11P2

Copy entry 4 word for word.
Entry from the OMol25 dataset: a structure of composition C36H50AsAuN4PS at a distorted geometry (the ωB97M-V functional and the def2-TZVPD basis).

Cartesian coordinates (Å):
Au: 0.06 0.07 -0.49
C: -0.90 -1.31 2.14
C: -1.16 -2.27 0.98
N: -1.76 -1.56 -0.18
C: -3.08 -0.99 0.03
C: -3.26 0.36 -0.70
S: -1.88 1.53 -0.71
C: -1.75 2.17 0.98
C: -1.59 1.10 2.04
N: -0.55 0.09 1.68
H: -1.76 -1.25 2.80
H: -0.08 -1.71 2.74
H: -0.22 -2.70 0.63
H: -1.79 -3.10 1.33
H: -1.77 -2.20 -0.96
H: -3.87 -1.65 -0.34
H: -3.26 -0.87 1.10
H: -3.45 0.21 -1.76
H: -4.12 0.90 -0.29
H: -0.90 2.86 0.94
H: -2.64 2.77 1.18
H: -1.35 1.57 2.99
H: -2.54 0.59 2.18
H: 0.31 0.37 2.15
C: -0.47 0.23 -3.98
C: -0.46 1.70 -4.37
As: -1.59 2.06 -5.97
C: -1.09 0.47 -6.98
C: -2.03 -0.39 -7.54
C: -1.61 -1.52 -8.24
C: -0.26 -1.77 -8.42
C: 0.68 -0.88 -7.90
C: 0.26 0.24 -7.20
C: -3.28 1.55 -5.16
C: -4.17 2.59 -4.91
C: -5.38 2.35 -4.26
C: -5.71 1.06 -3.87
C: -4.84 0.01 -4.13
C: -3.64 0.25 -4.78
P: 0.67 -0.23 -2.67
C: 0.84 -2.00 -2.66
C: -0.32 -2.76 -2.86
C: -0.29 -4.14 -2.72
C: 0.90 -4.77 -2.37
C: 2.05 -4.03 -2.16
C: 2.03 -2.65 -2.29
C: 2.26 0.56 -2.92
C: 3.19 -0.03 -3.79
C: 4.43 0.56 -3.96
C: 4.74 1.74 -3.29
C: 3.81 2.34 -2.45
C: 2.57 1.76 -2.26
H: -0.14 -0.43 -4.80
H: -1.47 -0.08 -3.69
H: 0.54 2.06 -4.59
H: -0.89 2.32 -3.58
H: -3.09 -0.18 -7.44
H: -2.35 -2.19 -8.66
H: 0.06 -2.62 -9.00
H: 1.74 -1.05 -8.08
H: 1.00 0.95 -6.84
H: -3.93 3.60 -5.23
H: -6.07 3.17 -4.08
H: -6.67 0.87 -3.39
H: -5.12 -1.00 -3.86
H: -2.99 -0.58 -5.02
H: -1.25 -2.28 -3.18
H: -1.19 -4.72 -2.90
H: 0.92 -5.85 -2.26
H: 2.97 -4.53 -1.91
H: 2.94 -2.09 -2.14
H: 2.94 -0.93 -4.33
H: 5.15 0.10 -4.62
H: 5.71 2.20 -3.44
H: 4.06 3.27 -1.95
H: 1.84 2.24 -1.62
C: 4.57 -1.80 0.21
C: 3.84 -1.26 1.43
C: 4.41 0.10 1.84
C: 3.93 -2.24 2.59
N: 2.37 -1.16 1.13
N: 2.06 -0.10 0.24
H: 5.63 -1.93 0.45
H: 4.52 -1.12 -0.64
H: 4.16 -2.77 -0.08
H: 5.42 -0.02 2.23
H: 3.82 0.56 2.63
H: 4.48 0.79 0.99
H: 4.97 -2.44 2.83
H: 3.45 -3.19 2.34
H: 3.46 -1.84 3.50
H: 1.84 -1.08 1.99
H: 2.64 -0.21 -0.59
H: 2.29 0.83 0.61

Results
Frontier orbital gap, eV: 4.06
Energy relative to the best compared isomer or geometry (same formula, charge and spin), eV: 0.000
Net charge: +3
Electronic energy, eV: -128732.95857